# C60H146N16O18P4

A cluster of 13 separate species, C60H146N16O18P4 in total at a distorted geometry (ωB97M-V with the def2-TZVPD basis set, the Open Molecules 2025 dataset).

```
244
Properties=species:S:1:pos:R:3:forces:R:3
O 0.1656 5.3925 -3.5034 0.96 -0.58 2.42
P 1.0980 4.9336 -2.3976 -0.90 0.30 -0.41
N 0.4025 3.8686 -1.2323 -0.41 -1.05 -0.85
C 1.1896 3.0930 -0.2284 -0.20 1.06 0.02
C -1.0394 3.4156 -1.2386 0.78 1.17 0.15
N 1.6953 6.2242 -1.4343 0.93 -0.41 -1.09
C 0.7522 7.2471 -1.0736 -0.72 -0.59 -0.20
C 2.7025 6.0738 -0.3915 -0.17 -0.72 -0.63
N 2.4511 4.1720 -3.0042 1.53 -0.78 0.35
C 3.4452 5.0114 -3.7887 -1.73 -0.15 1.19
C 2.3631 2.7373 -3.4247 -0.82 0.83 -0.43
H 2.1526 2.6661 -0.5085 -0.12 -0.01 -0.89
H 0.5516 2.2881 0.1364 0.12 0.06 0.13
H 1.4602 3.7490 0.5989 -0.20 -0.01 0.38
H -1.5749 3.8891 -0.4157 0.04 0.06 0.29
H -1.1106 2.3452 -1.0457 0.06 -0.10 -0.50
H -1.6090 3.7676 -2.0986 0.49 -0.27 -0.39
H 0.1096 7.4348 -1.9338 -0.05 0.34 0.19
H 0.1630 6.8192 -0.2625 -0.62 0.32 0.36
H 1.2299 8.1451 -0.6817 0.16 0.05 -0.33
H 3.3746 6.9319 -0.3803 0.09 0.03 -0.08
H 2.2380 6.0074 0.5923 -0.14 -0.06 0.28
H 3.2607 5.1544 -0.5686 0.22 0.10 0.07
H 4.4263 4.5491 -3.8967 -0.35 -0.43 -0.11
H 2.9390 5.2681 -4.7193 0.57 0.07 -0.32
H 3.5911 5.9145 -3.1961 0.00 0.14 -0.23
H 1.8087 2.1442 -2.6975 0.51 0.00 0.31
H 3.3267 2.3072 -3.6981 0.06 0.25 0.67
H 1.7583 2.6203 -4.3239 -0.19 0.32 -0.40
O 1.3631 -0.5019 6.3215 0.56 0.99 0.17
P 2.0679 0.7557 5.9580 1.40 1.11 -1.35
N 2.5112 0.8858 4.2702 -0.90 -0.58 1.42
C 3.4971 0.0166 3.7016 0.84 -0.54 0.97
C 1.8701 1.7414 3.3245 -0.86 1.60 0.53
N 3.6025 0.9953 6.7072 -1.73 -0.86 -0.63
C 3.9412 0.3607 7.9774 -0.79 0.02 -0.57
C 4.6290 1.9365 6.3089 -0.74 0.34 -0.50
N 1.1183 2.1343 6.2230 2.47 1.06 -0.61
C -0.1734 2.1360 6.7470 -1.28 -1.94 0.45
C 1.6353 3.5175 6.1282 0.58 -0.97 -1.40
H 3.1449 -1.0111 3.6126 0.06 -0.16 -0.11
H 4.3262 0.0382 4.4089 0.48 -0.47 -0.27
H 3.8510 0.3469 2.7250 -0.12 0.21 0.12
H 2.4116 2.6836 3.4089 -0.29 0.68 -0.57
H 0.8246 1.9135 3.5804 -0.05 0.07 0.13
H 1.8397 1.4823 2.2662 0.38 -0.83 0.15
H 3.1202 -0.2678 8.3224 0.19 -0.27 -0.19
H 4.8390 -0.2065 7.7316 0.11 -0.24 0.90
H 4.0740 1.1248 8.7433 0.44 -0.04 0.13
H 5.5413 1.6898 6.8520 0.03 0.16 -0.13
H 4.8128 1.9118 5.2348 0.10 -0.10 -0.05
H 4.2969 2.9498 6.5348 0.50 0.22 0.24
H -0.2245 2.8101 7.6021 -0.49 0.13 -0.12
H -0.9034 2.2807 5.9506 -0.46 0.72 0.17
H -0.3529 1.1122 7.0751 -0.39 0.02 0.42
H 1.7522 4.0637 7.0642 0.27 -0.47 0.31
H 1.0124 4.1638 5.5098 -0.62 -0.22 -0.11
H 2.5439 3.4580 5.5291 0.36 0.35 0.48
O -2.9507 -7.5742 -0.0994 -0.72 0.14 0.70
P -3.4023 -7.2105 -1.4478 -1.48 1.04 -1.37
N -3.2253 -5.5744 -1.7678 1.07 0.11 -1.63
C -3.1696 -5.0288 -3.1636 -0.79 -0.10 1.46
C -3.4967 -4.6027 -0.6824 1.10 -1.72 0.11
N -5.0766 -7.4317 -1.8275 1.29 -0.91 1.42
C -5.7119 -7.1929 -3.1074 0.99 0.29 -0.38
C -6.0129 -7.3882 -0.7006 -0.24 -1.04 -0.89
N -2.6075 -8.0639 -2.6327 0.66 0.15 -0.82
C -2.9257 -9.4915 -2.7418 -0.12 0.00 0.45
C -1.1623 -7.7905 -2.8742 -0.74 0.49 -0.26
H -3.1194 -5.8203 -3.9114 -0.19 0.00 0.18
H -2.3562 -4.3285 -3.3531 0.37 -0.10 0.38
H -4.0899 -4.4490 -3.2336 -0.12 0.04 -0.75
H -2.6063 -4.7287 -0.0664 0.08 1.08 0.37
H -4.2865 -4.9623 -0.0228 -0.50 0.29 -0.28
H -3.6625 -3.5965 -1.0673 0.07 -0.19 0.12
H -6.7225 -7.5907 -3.1991 -0.03 -0.12 0.55
H -5.7439 -6.1268 -3.3323 -0.26 0.24 -0.08
H -5.1475 -7.6554 -3.9171 0.20 -0.06 0.01
H -5.5536 -7.5475 0.2750 0.20 0.33 -0.21
H -6.6459 -6.5024 -0.7535 0.07 0.22 0.32
H -6.6333 -8.2612 -0.9032 -0.63 0.02 0.54
H -3.9822 -9.6970 -2.5697 -0.01 0.32 0.13
H -2.7064 -9.9165 -3.7213 0.32 0.32 -0.12
H -2.3595 -10.0210 -1.9755 0.05 -0.36 -0.04
H -0.9623 -8.0315 -3.9183 0.11 0.01 -0.05
H -0.4255 -8.3119 -2.2632 -0.41 -0.51 0.36
H -0.9410 -6.7349 -2.7170 -0.25 0.09 -0.11
O -4.1584 5.0390 -4.1819 -0.68 -0.36 -0.83
P -4.6101 3.8745 -4.9840 -0.47 -0.97 -1.05
N -6.2213 3.3897 -4.6119 0.83 0.93 -0.53
C -7.1312 4.4033 -3.9831 1.25 -1.55 1.75
C -6.6554 2.0074 -4.7625 -0.35 0.69 0.44
N -3.6274 2.4713 -4.8523 0.04 -0.27 0.65
C -2.2199 2.4291 -5.4249 -1.02 0.55 0.67
C -3.6396 1.7473 -3.5376 -0.09 -0.15 -0.57
N -4.7062 4.0760 -6.6917 1.17 -0.71 0.26
C -4.7537 5.4233 -7.2285 -1.48 0.77 -0.06
C -4.8501 2.9018 -7.6556 0.18 1.95 0.57
H -6.9353 4.3079 -2.9151 0.30 0.43 0.51
H -8.1789 4.1081 -3.9255 -0.11 0.11 -1.33
H -6.9000 5.4455 -4.2030 -0.26 -0.31 -0.61
H -7.6532 1.9075 -5.1897 -0.13 0.36 -0.26
H -6.7457 1.5907 -3.7593 0.21 -0.71 0.02
H -5.9702 1.4647 -5.4137 0.05 -0.10 0.45
H -1.5324 2.7363 -4.6368 0.16 0.40 -0.13
H -1.8847 1.4333 -5.7151 -0.61 -0.34 0.01
H -2.1166 3.0685 -6.3016 -0.16 0.17 0.23
H -4.6073 1.6550 -3.0446 -0.32 0.22 -0.58
H -3.2960 0.7320 -3.7357 0.00 -0.14 0.00
H -3.0039 2.1310 -2.7397 0.41 0.52 -0.35
H -5.5875 5.4994 -7.9264 -0.06 -0.24 -0.41
H -5.0797 6.1519 -6.4862 0.23 -0.25 0.54
H -3.9195 5.9294 -7.7144 0.73 -0.81 0.01
H -5.7049 2.2613 -7.4382 0.30 -0.15 0.43
H -3.8977 2.3843 -7.7713 -0.22 -0.36 0.24
H -5.0855 3.3166 -8.6358 0.08 0.25 0.01
O 4.4832 0.6620 -1.8471 0.92 -0.12 -0.99
C 5.4847 0.6468 -2.5440 -1.37 -0.17 2.70
O 5.6090 1.4591 -3.5885 1.25 -0.57 -1.03
C 6.9088 1.1997 -4.2321 0.11 1.37 0.34
C 7.6359 0.1751 -3.3707 1.96 0.14 -1.15
C 6.7625 -0.1176 -2.2026 -0.62 -0.66 -0.74
H 7.5345 2.0863 -4.1290 -0.59 0.54 -0.07
H 6.7827 1.0937 -5.3095 -0.29 -0.75 0.23
H 8.5909 0.6328 -3.1127 -0.01 0.01 0.31
H 7.9567 -0.7154 -3.9111 -0.49 -0.11 -0.10
H 7.1297 0.1573 -1.2137 -0.10 0.14 -0.15
H 6.6441 -1.1997 -2.2572 -0.83 0.07 0.71
O -5.7689 -0.6861 5.0417 4.79 0.88 1.69
C -4.5819 -0.5471 5.4776 -5.04 0.04 -3.31
O -4.2921 -0.9335 6.7126 1.70 -0.51 0.26
C -2.8333 -1.0426 6.8361 0.26 0.65 0.20
C -2.2736 -0.7487 5.4513 0.81 -0.63 -0.68
C -3.3395 0.0137 4.7074 -0.58 -0.45 0.92
H -2.5114 -2.0163 7.2056 -0.55 -0.14 -0.07
H -2.5047 -0.3175 7.5807 -0.13 0.18 0.01
H -2.1507 -1.6688 4.8801 -0.06 -0.37 0.23
H -1.2702 -0.3270 5.3934 -0.06 0.28 0.51
H -3.2598 -0.2141 3.6445 -0.63 -0.04 0.10
H -3.2574 1.0951 4.8167 -0.27 0.07 0.21
O -1.7732 1.7235 2.1704 -1.04 2.73 1.02
C -1.9541 2.8703 2.5704 1.06 -1.58 -0.03
O -3.0283 3.2773 3.3094 0.32 -1.39 -0.57
C -3.0315 4.6851 3.4444 0.50 1.20 0.06
C -1.5262 5.0632 3.3988 -0.64 0.12 -0.14
C -0.9589 4.0117 2.4269 -0.53 1.08 0.68
H -3.5149 5.0324 4.3576 0.12 -0.64 0.26
H -3.6755 5.0763 2.6569 0.42 0.25 -0.40
H -1.1114 4.9481 4.4002 -0.02 -0.30 0.06
H -1.3278 6.1053 3.1483 -0.17 -0.09 -0.35
H 0.0647 3.7620 2.7058 -0.19 -0.44 -0.31
H -0.9815 4.3946 1.4066 0.11 -0.14 -0.04
O -7.1158 -0.5279 2.4908 1.69 0.40 -2.11
C -6.4822 -0.1549 1.5162 -2.00 0.54 1.78
O -7.0013 -0.3220 0.2610 -1.15 -1.56 1.22
C -6.2669 0.2647 -0.7581 -0.16 0.51 0.49
C -5.4450 1.3261 -0.0151 1.00 -0.54 -0.99
C -5.2790 0.7916 1.4209 -0.44 -0.24 -0.52
H -6.9980 0.6996 -1.4397 0.21 0.02 -0.24
H -5.7079 -0.5250 -1.2601 0.37 0.20 -0.19
H -5.9676 2.2790 -0.0984 0.28 0.05 0.24
H -4.5143 1.3114 -0.5823 0.34 0.86 0.36
H -5.3215 1.5556 2.1972 -0.22 -0.11 -0.06
H -4.3436 0.2559 1.5829 0.04 -0.14 -0.20
O 4.8931 -3.1694 -0.7441 -1.51 -1.48 0.05
C 4.1139 -4.0468 -0.3865 2.22 1.75 -0.88
O 3.3261 -4.7224 -1.2854 -0.09 -0.19 0.79
C 2.4369 -5.6004 -0.5346 -0.07 0.19 0.84
C 3.1221 -5.7221 0.8127 -0.93 -0.90 1.01
C 3.9440 -4.4849 1.0555 -0.39 0.02 -1.29
H 2.2864 -6.6279 -0.8661 0.59 0.25 -1.09
H 1.4242 -5.2005 -0.4839 0.15 0.61 -0.02
H 3.7926 -6.5759 0.7149 0.10 -0.03 0.32
H 2.3528 -5.9495 1.5507 0.21 -0.04 0.27
H 4.8967 -4.6774 1.5487 -0.02 0.14 -0.26
H 3.4853 -3.6157 1.5269 -0.38 -0.25 0.30
C 2.5919 -0.7193 -4.6626 0.19 0.04 -0.96
C 2.6122 -1.9662 -3.7938 -2.00 1.07 -0.08
C 1.2800 -2.7792 -3.9736 0.74 -0.02 0.23
O 0.1163 -2.0126 -3.8232 -1.34 0.17 0.15
C -0.9410 -2.0370 -4.8122 1.57 0.82 -0.09
N 3.7561 -2.7838 -3.9742 1.25 -0.80 0.19
H 2.5773 -1.0262 -5.7083 0.22 -0.02 -0.30
H 3.4669 -0.0884 -4.5063 0.11 -0.16 0.06
H 1.7202 -0.0714 -4.5705 -0.18 -0.25 0.51
H 2.6892 -1.5723 -2.7804 -0.33 -0.29 0.23
H 1.3230 -3.5478 -3.2020 -0.23 -0.28 0.16
H 1.2869 -3.3008 -4.9307 0.14 0.06 -0.37
H -1.6189 -1.2335 -4.5244 -0.13 -0.25 0.12
H -1.4771 -2.9642 -5.0147 0.15 -0.33 0.65
H -0.4957 -1.7386 -5.7613 -0.01 0.05 -0.30
H 3.9248 -3.2966 -3.1205 0.27 0.08 0.25
H 3.6990 -3.5140 -4.6697 -0.37 0.23 -0.53
C -2.3306 -0.8871 -0.7823 0.06 -0.95 -0.06
C -1.1795 -1.3639 0.1257 1.36 1.23 -1.31
C 0.2973 -0.8607 -0.4390 -3.49 0.10 0.19
O 1.2477 -1.3095 0.4607 2.58 0.57 -1.09
C 2.5605 -0.7650 0.0812 -0.19 -0.49 0.94
N -1.4117 -0.9427 1.4673 -0.04 0.01 0.39
H -3.3080 -1.1394 -0.3710 0.06 -0.07 0.59
H -2.3351 -1.4596 -1.7099 0.34 0.40 -0.46
H -2.3703 0.1888 -0.9526 0.41 0.06 -0.14
H -1.0953 -2.4506 0.1333 -0.24 -0.17 -0.22
H 0.2949 0.2292 -0.4539 -0.14 0.40 0.15
H 0.4155 -1.1412 -1.4856 0.37 -0.62 -0.06
H 3.2558 -0.9555 0.8987 -0.05 -0.56 0.09
H 2.6121 0.3215 0.0108 -0.74 0.19 -0.35
H 2.9796 -1.1929 -0.8295 -0.31 -0.06 0.05
H -1.4239 0.0611 1.5781 -0.22 -0.06 -0.43
H -0.6101 -1.2344 2.0081 -0.06 -0.35 0.64
C 0.7659 -3.3905 4.9017 0.43 -1.64 0.04
C 0.9865 -3.3124 3.3989 -1.22 1.15 -0.06
C 0.0555 -4.1019 2.4637 0.40 -0.17 -0.14
O 0.2242 -5.4992 2.6120 -1.37 -0.45 0.24
C -0.9954 -6.1763 2.9857 1.03 -0.89 0.27
N 0.7849 -1.8991 3.0727 0.37 0.20 -0.13
H 1.6416 -2.8930 5.3185 -0.40 0.10 0.55
H 0.7527 -4.4258 5.2426 0.45 -0.28 -0.05
H -0.1764 -3.0362 5.3195 0.07 0.76 -0.55
H 2.0211 -3.5524 3.1539 0.14 -0.66 0.24
H 0.3019 -3.9018 1.4209 0.37 0.47 -0.16
H -0.9936 -3.8124 2.5255 -0.08 0.17 0.57
H -1.2690 -5.9643 4.0193 0.01 0.23 0.10
H -0.7385 -7.2337 2.9219 -0.04 -0.06 0.14
H -1.8818 -6.0766 2.3592 0.26 0.66 -0.47
H 1.0482 -1.2797 3.8258 -0.02 -0.12 0.39
H 1.3473 -1.6520 2.2711 -0.24 0.14 -0.08
C 8.4896 2.8827 2.5948 -0.73 0.60 -0.91
C 7.3120 3.6893 3.1909 0.21 -1.55 0.64
C 5.9026 3.0786 2.8310 1.58 -0.41 -0.52
O 5.7841 3.1207 1.4280 -0.28 1.47 -0.29
C 4.7152 2.3906 0.8596 0.58 -0.03 -0.01
N 7.5541 3.7092 4.6309 -0.50 0.51 1.22
H 9.4409 3.3793 2.7859 -0.05 0.23 -0.04
H 8.3456 2.8019 1.5174 0.26 -0.28 -0.09
H 8.5753 1.9006 3.0598 -0.33 -0.10 -0.08
H 7.3243 4.7431 2.9124 -0.02 -0.13 -0.52
H 5.1035 3.5838 3.3736 -0.18 0.19 -0.05
H 5.8659 2.0032 3.0045 0.17 -0.26 1.12
H 4.5878 2.7801 -0.1504 -0.04 -0.25 0.00
H 3.7643 2.4577 1.3883 -0.01 0.31 0.27
H 5.0158 1.3433 0.8329 -0.21 -0.30 -0.25
H 7.4802 2.8303 5.1230 -0.56 -0.50 -0.43
H 8.5267 3.9218 4.8012 0.12 0.53 -0.15
```
Forces are in eV/Å.

E_LUMO = 0.27 eV
Frontier orbital gap = 8.1 eV
HOMO = -0.289 hartree